(1)
Computed, not measured: a molecular structure, C20H42GeN3O7STi in a non-equilibrium geometry, with ωB97M-V with the def2-TZVPD basis set.

Output
2S+1: 4
LUMO energy (spin up / spin down): 0.17 / -0.62 eV
gap between HOMO and LUMO (spin up / spin down): 5.7350 / 8.6483 eV
E_tot: -4802.93831 a.u.
expectation value of S²: 3.76
ΔE to the lowest compared entry with this formula, charge and spin: 0.000 eV
HOMO (spin up / spin down): -5.57 / -9.26 eV

Atoms and positions in Å:
1 H -2.365 -3.599 -2.171
2 H 0.864 0.869 -4.751
3 H 0.605 5.870 0.379
4 H 0.287 2.972 -3.635
5 H -1.046 1.518 4.453
6 H -0.100 3.544 0.036
7 O -1.824 -1.566 -0.549
8 C -0.514 -3.659 1.295
9 C -1.233 1.719 2.344
10 S 3.087 -0.469 -1.093
11 H 0.667 -0.704 -3.985
12 H -2.320 1.786 2.459
13 H -0.320 -4.657 1.694
14 H -2.215 1.410 -2.902
15 O 3.031 -0.576 0.407
16 C 1.282 5.067 0.637
17 H 1.207 2.153 3.600
18 C 1.638 -2.854 2.244
19 O -0.123 0.449 -1.482
20 C 3.369 4.228 1.408
21 C -0.631 1.038 3.564
22 H 3.522 2.088 1.360
23 C 0.800 -2.962 0.981
24 H 1.219 2.584 -2.185
25 H 2.526 -2.247 2.070
26 H -4.010 -3.124 -2.600
27 O 1.963 -1.365 -1.655
28 H 1.960 -3.848 2.557
29 O 0.482 -1.599 0.539
30 H 1.013 -3.878 -0.991
31 C 0.886 1.109 3.661
32 C 0.250 2.468 -2.668
33 C 2.884 2.950 1.194
34 H -4.932 -0.903 -1.624
35 H 2.527 -3.306 -0.301
36 H 2.540 0.285 2.732
37 H 2.906 6.326 1.281
38 H -1.443 1.286 -4.482
39 N 1.538 0.362 2.577
40 H 1.205 0.725 4.636
41 O 4.341 -0.790 -1.687
42 C -3.027 -2.744 -2.317
43 N -0.889 1.031 1.089
44 H -0.849 2.741 2.285
45 C 0.916 0.340 -3.796
46 C -3.756 -2.787 0.054
47 H -0.514 2.961 -2.062
48 H -1.084 -3.091 2.032
49 C -0.086 1.001 -2.857
50 H -0.953 -0.010 3.598
51 C -1.464 0.868 -3.475
52 H 1.055 -2.438 3.071
53 H -2.648 -2.158 -3.153
54 N 1.648 2.692 0.731
55 H -1.314 0.099 1.066
56 H -3.457 0.036 -1.875
57 H -1.332 1.490 0.295
58 H -3.242 -3.741 0.160
59 O 2.610 0.941 -1.300
60 H -1.132 -3.760 0.406
61 H -1.763 -0.175 -3.562
62 H -3.713 -2.269 1.013
63 H 1.208 -0.597 2.573
64 H 1.930 0.390 -3.432
65 C -3.117 -1.929 -1.034
66 H -4.100 -0.179 -0.246
67 Ti 1.266 0.713 0.332
68 C 0.879 3.760 0.444
69 H -4.802 -2.987 -0.183
70 H 1.749 -4.767 0.333
71 Ge -0.097 -1.366 -1.167
72 C 1.572 -3.762 -0.059
73 C 2.555 5.314 1.131
74 H 4.378 4.352 1.773
75 C -3.949 -0.668 -1.211

(2)
Computed, not measured: a molecular structure, C20H32BF14NO18S3Zr in a non-equilibrium geometry, with ωB97M-V with the def2-TZVPD basis set.

Output
LUMO energy: -2.55 eV
gap between HOMO and LUMO: 2.9348 eV
E_tot: -4854.68508 a.u.
ΔE to the lowest compared entry with this formula, charge and spin: 6.898 eV
HOMO: -5.49 eV

Atoms and positions in Å:
1 H -6.453 2.209 -0.001
2 C 0.731 -4.286 -3.690
3 C -6.539 0.425 3.320
4 H -5.111 -0.854 2.358
5 O -0.199 -4.562 -4.640
6 H 0.634 -3.299 -1.811
7 O 1.286 2.219 -4.865
8 F -1.929 5.052 -1.936
9 H 1.411 0.137 0.156
10 H 1.271 -2.282 -2.980
11 H 4.326 -2.036 1.106
12 C 3.122 3.077 0.164
13 S -1.432 1.671 -4.614
14 F 3.345 4.372 0.383
15 H -7.375 -0.200 3.018
16 H 1.324 -1.978 1.215
17 H 1.436 -3.233 3.524
18 O -1.520 1.274 -5.991
19 O 3.659 -5.400 -1.752
20 O 3.924 -2.885 -2.057
21 O 4.521 2.723 2.031
22 C -5.407 0.198 2.315
23 O -1.550 3.066 -4.253
24 H -5.179 3.015 0.954
25 F -2.250 -4.657 1.875
26 H 5.791 -2.287 0.208
27 C -4.547 2.199 -1.026
28 C 5.205 1.918 2.995
29 H 6.013 1.362 2.520
30 F -1.986 -4.931 -0.233
31 C -5.541 2.808 -0.048
32 H 4.492 -1.144 -1.632
33 O -0.767 -2.355 -3.096
34 O -3.500 3.186 -1.153
35 C 3.938 -1.874 -1.042
36 C -2.252 -4.041 0.700
37 Zr -1.080 -0.458 -1.973
38 O 4.311 1.026 0.567
39 C -2.025 1.548 2.956
40 H -4.955 1.994 -2.015
41 H -5.810 0.247 1.300
42 H 4.952 3.551 4.425
43 B 0.580 0.133 -0.623
44 O 1.048 -0.153 -5.539
45 H -4.154 1.237 -0.687
46 F 1.761 0.481 -3.388
47 H 0.697 -5.117 -2.953
48 C 5.726 2.873 4.057
49 C 4.122 2.162 0.886
50 H 0.609 1.003 -1.318
51 H -0.435 0.154 -0.165
52 C 0.531 -1.931 1.957
53 F 3.118 2.765 -1.128
54 O -2.869 0.207 1.131
55 O 4.525 -3.830 0.030
56 C -1.186 -2.916 0.661
57 F -0.969 0.773 3.163
58 O 5.868 -4.408 -2.038
59 O -0.448 -2.934 1.735
60 H 6.496 3.587 3.757
61 F -1.389 4.651 0.078
62 H 4.463 1.237 3.413
63 O -1.762 1.727 -1.148
64 C 4.709 -2.431 0.167
65 H 0.629 -0.793 -1.239
66 H 1.775 -4.450 -3.998
67 O -4.311 1.047 2.616
68 F -1.635 2.583 2.182
69 H -6.832 1.469 3.428
70 F -2.429 2.035 4.126
71 C -2.244 2.826 -1.140
72 S 4.537 -4.292 -1.531
73 F 1.909 2.844 0.681
74 F -3.453 -3.485 0.547
75 H 0.069 -0.949 1.982
76 F -0.112 3.914 -1.498
77 H 6.160 2.388 4.932
78 H 2.917 -1.589 -0.799
79 H 0.444 -1.975 4.113
80 C 1.163 -2.198 3.317
81 C -3.117 0.810 2.135
82 C 0.473 -3.027 -2.868
83 N -0.654 0.725 -3.606
84 F -2.863 1.086 -4.025
85 H -6.168 0.154 4.309
86 H -5.853 3.722 -0.558
87 C -1.373 4.110 -1.172
88 O -1.164 -2.095 -0.229
89 H 1.996 -1.543 3.569
90 S 0.811 0.896 -4.603

(3)
Computed, not measured: a molecular structure, C44H50IrP2Si3, with ωB97M-V with the def2-TZVPD basis set.

Output
2S+1: 5
LUMO energy (spin up / spin down): -1.73 / -4.54 eV
net charge: +1
gap between HOMO and LUMO (spin up / spin down): 6.8761 / 6.1735 eV
E_tot: -3361.96091 a.u.
expectation value of S²: 6.01
HOMO (spin up / spin down): -8.61 / -10.71 eV

Atoms and positions in Å:
1 C 0.416 2.767 2.085
2 H 1.064 -3.891 2.788
3 H -2.754 -3.059 -1.164
4 C 5.006 2.444 2.894
5 H 0.688 0.337 -2.574
6 H -2.007 2.253 -5.628
7 C -2.231 1.375 -5.037
8 C 3.573 2.880 -2.484
9 Ir -0.176 -0.374 -0.146
10 H -2.370 0.077 -6.736
11 H 0.059 0.376 3.294
12 C 3.207 0.358 3.179
13 H -1.884 -4.079 3.374
14 C 2.576 1.559 -0.729
15 C -2.925 4.943 -0.206
16 H -2.991 -1.760 -2.931
17 C 1.357 3.393 -1.713
18 C -6.257 -1.281 -0.538
19 C -1.601 2.911 -0.126
20 C -2.675 2.226 -0.706
21 C 0.484 -0.648 -2.152
22 H -2.835 -2.630 3.708
23 C 3.649 1.839 -1.569
24 C 4.712 -2.409 -1.925
25 C -1.791 -3.552 -1.303
26 C 2.425 3.652 -2.562
27 H 4.811 -2.620 -2.982
28 H -1.499 -3.484 -2.352
29 H -1.540 0.045 3.950
30 H 1.868 -2.357 2.477
31 C 4.356 1.936 1.779
32 C 1.414 2.357 -0.781
33 H -0.105 -0.411 4.866
34 H -7.057 -1.697 -1.137
35 C 4.762 1.908 4.151
36 C 4.479 -1.831 0.776
37 H 4.411 3.084 -3.137
38 C -4.099 -0.220 -0.406
39 Si -0.021 2.036 0.412
40 H 0.783 3.783 1.914
41 C -6.366 -1.253 0.843
42 H -2.875 -1.928 -5.376
43 C -3.862 2.892 -1.020
44 C -2.434 0.154 -5.659
45 H 2.497 -0.446 3.299
46 H 1.197 2.231 2.618
47 H 1.393 -1.250 -2.156
48 H -4.904 4.761 -1.021
49 H 4.408 -1.607 1.833
50 C -5.347 -0.697 1.606
51 H -1.660 -3.204 4.891
52 C -2.612 0.358 -2.883
53 P -2.548 0.449 -1.075
54 H 5.270 2.308 5.018
55 H -1.914 -4.612 -1.066
56 C -4.219 -0.188 0.987
57 C -3.984 4.247 -0.775
58 H -0.279 -1.152 -2.744
59 H 4.549 2.371 0.808
60 C 3.450 0.886 1.913
61 H 3.409 -0.750 -2.251
62 C 3.863 0.863 4.293
63 C -1.754 4.281 0.121
64 Si -0.543 -2.016 3.016
65 C 3.914 -1.353 -1.509
66 H 3.665 0.444 5.271
67 H 1.887 -3.263 0.329
68 H 2.361 4.458 -3.281
69 H -3.427 0.253 1.585
70 C -1.849 -3.085 3.823
71 H 0.465 4.006 -1.777
72 C 3.784 -1.053 -0.152
73 H -2.162 -1.716 1.156
74 H 0.971 -4.759 0.069
75 H 1.442 -3.761 -1.307
76 C -1.080 -1.854 1.229
77 C -2.794 -0.873 -3.517
78 C -0.524 -0.348 3.860
79 Si -0.514 -2.835 -0.163
80 H 5.705 3.262 2.778
81 C 1.130 -2.851 3.111
82 C -5.130 -0.765 -1.165
83 C 5.387 -3.183 -0.993
84 C -2.718 -0.972 -4.896
85 H 1.513 -2.848 4.134
86 H -0.948 4.838 0.583
87 H -3.018 6.003 -0.008
88 C 5.271 -2.888 0.357
89 H -4.689 2.345 -1.457
90 H 4.549 1.238 -1.520
91 C -2.321 1.481 -3.656
92 H -7.246 -1.655 1.326
93 H -2.166 2.442 -3.182
94 P 2.584 0.174 0.465
95 C 1.105 -3.728 -0.269
96 H 5.805 -3.478 1.091
97 H -5.073 -0.768 -2.245
98 H 6.011 -4.005 -1.319
99 H -0.469 2.821 2.720
100 H -5.434 -0.659 2.684

(4)
Computed, not measured: a molecular structure, C24H40IrN2O2PS2Te in a non-equilibrium geometry, with ωB97M-V with the def2-TZVPD basis set.

Output
2S+1: 2
LUMO energy (spin up / spin down): -3.12 / -3.38 eV
net charge: +1
gap between HOMO and LUMO (spin up / spin down): 6.1886 / 7.0587 eV
E_tot: -2708.54878 a.u.
expectation value of S²: 0.75
ΔE to the lowest compared entry with this formula, charge and spin: 0.000 eV
HOMO (spin up / spin down): -9.31 / -10.44 eV

Atoms and positions in Å:
1 C -3.523 -4.540 1.505
2 C 0.896 1.271 3.012
3 H -2.020 -2.591 1.697
4 H 5.176 2.306 -3.682
5 H -2.253 4.088 -0.007
6 C -2.205 -2.789 -1.645
7 C -1.630 0.313 5.375
8 H -2.243 -0.440 4.877
9 C 1.692 4.596 -4.887
10 H -1.161 -1.447 -2.951
11 H 1.851 4.178 -1.254
12 H -2.698 2.388 -0.272
13 C -1.878 3.069 -0.057
14 C -2.769 -5.588 -0.626
15 H -1.202 -1.344 3.053
16 H -5.198 -3.146 -0.192
17 S 1.010 0.233 -3.645
18 H -2.685 -5.505 -1.709
19 H 1.365 -1.439 5.269
20 H -1.978 1.298 5.060
21 H 5.627 1.442 -5.992
22 C 0.897 4.288 -0.746
23 C 0.661 1.158 5.869
24 C -0.378 -0.438 1.306
25 C -1.031 -1.297 0.314
26 H -1.410 2.794 0.886
27 C -3.370 -4.321 0.000
28 H 1.734 1.061 5.698
29 C -4.757 -4.056 -0.604
30 H -4.177 -5.395 1.678
31 C 2.307 3.220 -4.891
32 H 6.032 -0.144 -5.317
33 H 0.509 5.296 -0.876
34 C -0.555 -0.565 2.677
35 H 2.324 5.297 -4.342
36 H 0.484 1.002 6.933
37 H -3.408 -6.444 -0.407
38 H -1.776 -5.792 -0.221
39 N -0.794 -0.991 -0.981
40 H 1.436 1.975 3.628
41 H 5.579 0.714 -3.010
42 H 0.163 -1.403 6.563
43 H -5.422 -4.890 -0.376
44 Te -0.455 2.900 -1.635
45 H 1.589 4.953 -5.911
46 H 3.283 3.217 -5.378
47 H 1.690 2.090 1.190
48 C 0.309 -1.279 5.489
49 C -1.857 -2.366 0.656
50 C -1.382 -1.728 -1.931
51 C 6.025 0.927 -5.119
52 H -0.267 -2.057 4.986
53 C 5.203 1.234 -3.893
54 C 1.041 1.353 1.646
55 H -3.977 -3.678 1.998
56 H 1.006 4.073 0.315
57 O 2.493 2.807 -3.512
58 Ir 0.604 0.538 -1.269
59 H -4.714 -3.953 -1.689
60 N 0.423 0.530 0.796
61 H -1.798 0.220 6.448
62 H 0.702 4.579 -4.431
63 C -0.137 0.129 5.068
64 H -2.566 -4.759 1.983
65 S 3.004 1.102 -1.248
66 H 7.052 1.256 -4.960
67 C -2.464 -3.141 -0.318
68 O 3.847 0.765 -4.139
69 H 0.358 2.179 5.633
70 H 1.662 2.493 -5.392
71 C 0.078 0.289 3.570
72 P 2.671 1.243 -3.200
73 H -2.642 -3.340 -2.466